ORCA calculation (ωB97M-V/def2-TZVPD) on a molecular structure, C17H38FNO10Si2 at a distorted geometry.

Geometry as XYZ:
```
69
Properties=species:S:1:pos:R:3:forces:R:3:nbo_charge:R:1
C 4.08394 -0.54687 1.30145 -1.7 -1.1 0.3 -0.647
C 3.00080 0.64935 1.58780 0.3 0.8 0.5 -0.418
C 2.87015 1.77229 0.40173 0.8 0.6 0.4 -0.461
C 3.15716 1.22469 -1.11552 1.0 0.9 0.0 -0.090
O 2.50425 -0.04738 -1.45860 -2.4 1.7 0.5 -0.882
Si 0.74652 0.07036 -1.41387 2.5 -2.2 2.2 1.642
O 0.24602 -0.80938 0.06588 -2.0 2.2 -2.8 -1.208
Si -1.48543 -0.66088 0.32410 1.5 -0.8 2.2 1.871
C -1.78744 -1.16467 2.19790 1.3 0.0 0.8 -0.711
N -2.58054 -2.45272 2.33711 0.0 0.9 -0.1 -0.847
C -2.45127 -1.92305 -0.76239 -1.0 -0.4 -1.6 -0.950
C -1.52466 -3.03882 -1.52710 -0.8 -1.5 -0.4 -0.510
C -0.72423 -4.07448 -0.53999 4.9 -0.5 3.0 0.776
O 0.42769 -3.84470 0.09570 -7.3 -1.1 -4.1 -0.574
O -1.30995 -5.43682 -0.36682 2.3 2.3 -1.5 -0.736
C -2.10972 1.16907 0.18139 -1.3 1.5 -0.2 -0.250
F -1.14452 2.13515 0.82049 -1.6 -1.9 -1.4 -0.409
C -3.56677 1.42462 0.92747 -0.1 0.5 -0.1 -0.442
C -4.72531 0.39515 0.36640 0.6 0.3 -0.3 -0.642
H 3.51215 -1.36993 0.65466 1.5 1.8 1.2 0.225
H 4.28732 -1.07744 2.34813 -0.1 1.2 -2.3 0.217
H 5.06332 -0.21444 0.75419 -1.9 -0.5 1.2 0.216
H 3.38772 1.22246 2.55967 -1.0 -1.1 -2.1 0.203
H 1.90942 0.28019 1.83347 2.4 0.3 -0.5 0.226
H 1.84296 2.35205 0.52636 2.0 -1.4 -0.5 0.225
H 3.71036 2.59067 0.62465 -1.8 -1.7 -0.7 0.217
H 2.83846 2.02949 -1.90897 0.6 -1.3 1.6 0.180
H 4.33082 1.06893 -1.26569 -2.6 0.2 0.4 0.201
H 0.24674 1.43600 -1.33637 0.1 0.3 0.0 -0.209
H 0.22790 -0.60284 -2.63165 0.0 0.0 0.2 -0.228
H -0.72213 -1.38524 2.68712 -2.2 0.6 -1.1 0.241
H -2.23680 -0.27318 2.83414 0.7 -2.1 -1.2 0.223
H -3.58998 -2.28710 2.13108 1.3 -0.5 0.0 0.351
H -2.16092 -3.20176 1.74412 -0.8 0.9 0.7 0.364
H -2.99348 -1.29816 -1.61855 1.1 -1.4 1.6 0.249
H -3.32875 -2.49059 -0.19547 2.0 1.3 -1.1 0.267
H -0.74984 -2.60686 -2.29017 -1.3 -0.7 1.8 0.265
H -2.27561 -3.70867 -2.16917 1.8 1.3 1.5 0.247
H -0.53471 -6.06936 -0.54218 -1.4 1.4 0.8 0.505
H -2.24851 1.45820 -0.96083 0.4 -0.1 2.4 0.198
H -3.84530 2.55941 0.69999 0.5 -2.5 0.4 0.226
H -3.52018 1.33629 2.09945 0.3 0.1 -2.4 0.223
H -5.79330 0.90095 0.47868 2.3 -1.3 -0.2 0.242
H -4.48305 0.20722 -0.77281 -0.8 0.3 2.2 0.208
H -4.66208 -0.65433 0.92396 -0.3 2.4 -1.2 0.209
C -1.44174 4.15635 2.98331 0.1 -0.5 -0.3 -0.257
O -1.93897 5.37133 3.54084 0.0 1.1 -0.4 -0.500
C -1.78980 6.45572 2.73884 0.2 -0.2 -0.4 0.980
O -1.28403 6.46168 1.62754 -0.7 0.0 1.6 -0.638
O -2.30094 7.53233 3.38770 0.3 -0.9 -0.3 -0.498
C -2.21208 8.75420 2.65737 0.0 0.4 -0.2 -0.256
H -1.61293 3.35655 3.70905 -0.1 0.4 0.0 0.193
H -1.97834 3.90615 2.06239 0.3 0.2 0.2 0.201
H -0.36513 4.22858 2.79818 -0.2 0.0 -0.1 0.195
H -2.77938 8.68791 1.72345 0.2 0.0 0.1 0.191
H -1.16626 9.01034 2.45926 -0.2 -0.1 -0.1 0.193
H -2.65001 9.54688 3.27026 0.0 -0.4 0.1 0.196
C 3.87949 -4.88752 -5.84075 -0.1 -0.2 -0.4 -0.256
O 4.27948 -4.37470 -4.57139 -0.6 0.0 0.8 -0.496
C 3.29878 -4.37862 -3.63354 -0.2 0.1 0.3 0.984
O 2.15410 -4.77184 -3.79449 1.5 0.5 0.1 -0.652
O 3.81253 -3.86915 -2.48554 -0.2 -0.5 -1.3 -0.496
C 2.88600 -3.81207 -1.40271 -0.4 0.1 0.4 -0.249
H 4.74093 -4.83692 -6.51236 0.0 0.1 0.4 0.196
H 3.57136 -5.93454 -5.75445 -0.1 0.2 0.0 0.191
H 3.07474 -4.27960 -6.26666 0.0 -0.2 0.2 0.191
H 2.53810 -4.81596 -1.13894 0.0 0.2 -0.2 0.188
H 2.04155 -3.16109 -1.65112 0.2 -0.3 0.0 0.195
H 3.40332 -3.38891 -0.53722 0.1 -0.1 -0.4 0.204
```
Positions in Å, forces in eV/Å.

## Properties
Highest occupied orbital energy   -0.322 Ha
E   -58680.5166 eV
2S+1   1
HOMO-LUMO gap   0.3297 Ha